The following is a DFT calculation (ωB97M-V with the def2-TZVPD basis set) of a 3-piece molecular cluster, C21H38N2O4 overall.

Calculated values
HOMO energy = -8.597 eV
SMILES = O=C1C[C@H](CCCc2ccccc2)CO1.COC[C@@H](C)N.COC[C@@H](C)N
energy above the lowest of the compared OMol25 structures with the same formula, charge and spin = 0.00 kJ/mol
electronic energy = -1233.1837 Eh
net charge = 0
LUMO energy = 0.572 eV

Geometry as XYZ:
```
65
C21H38N2O4 ωB97M-V with the def2-TZVPD basis set
O -2.19 -6.02 0.96
C -2.07 -4.79 0.84
C -1.96 -3.65 2.01
C -0.70 -2.89 1.36
C -0.04 -1.65 2.14
C -0.86 -0.27 2.02
C 0.13 1.00 2.06
C 0.76 1.39 0.65
C 2.33 1.30 0.48
C 3.05 1.70 -0.86
C 2.15 2.21 -2.05
C 0.59 2.28 -1.89
C -0.11 1.88 -0.54
C -1.32 -2.68 -0.10
O -1.94 -4.00 -0.36
H -2.90 -3.00 1.86
H -1.81 -4.04 3.08
H 0.20 -3.61 1.22
H 1.06 -1.55 1.82
H -0.01 -1.92 3.27
H -1.49 -0.20 2.99
H -1.61 -0.24 1.16
H 1.01 0.76 2.76
H -0.43 1.91 2.48
H 3.01 0.94 1.34
H 4.19 1.65 -0.99
H 2.65 2.54 -3.03
H -0.11 2.62 -2.74
H -1.24 1.97 -0.43
H -2.23 -1.99 -0.13
H -0.62 -2.32 -0.93
C -5.13 -2.62 4.28
O -3.80 -2.50 4.76
C -3.45 -1.20 5.22
C -3.91 -0.89 6.66
C -5.40 -0.58 6.77
N -3.58 -1.98 7.58
H -5.47 -1.71 3.78
H -5.80 -2.88 5.10
H -5.15 -3.44 3.56
H -2.36 -1.16 5.20
H -3.80 -0.43 4.51
H -3.37 0.01 6.99
H -6.02 -1.48 6.71
H -5.62 -0.11 7.74
H -5.72 0.11 5.99
H -2.57 -2.12 7.57
H -3.94 -2.85 7.16
C 6.29 3.55 -7.84
O 5.05 4.18 -7.55
C 3.90 3.38 -7.82
C 3.55 2.37 -6.72
C 4.45 1.14 -6.70
N 3.57 3.00 -5.39
H 6.22 2.90 -8.72
H 6.64 3.00 -6.97
H 7.02 4.34 -8.05
H 3.07 4.09 -7.91
H 3.99 2.90 -8.80
H 2.53 2.02 -6.91
H 5.44 1.35 -6.28
H 4.01 0.35 -6.10
H 4.60 0.75 -7.71
H 2.90 3.76 -5.37
H 4.47 3.48 -5.30
```